# 1
Molecular formula: C38H37F2N4
Method: DFT, the ωB97M-V functional and the def2-TZVPD basis

The spin multiplicity is 1. The LUMO energy is -0.200 hartree. As for the largest force on an atom: 1.4 eV/A. Its net charge is +1. The electronic energy comes out at -51394.87619 eV.

Geometry (Å):
C: 5.23 5.40 1.08
C: 3.91 4.73 0.97
C: 2.78 5.49 0.67
F: 2.92 6.85 0.60
C: 1.53 4.95 0.41
C: 1.32 3.55 0.66
C: 0.04 2.94 0.58
C: -1.20 3.54 0.93
C: -1.37 4.89 1.38
C: -2.62 5.46 1.29
F: -2.74 6.82 1.42
C: -3.80 4.73 1.04
C: -5.10 5.44 0.99
C: -3.65 3.34 0.91
C: -2.40 2.76 0.82
C: 2.47 2.77 0.96
C: 3.73 3.34 1.10
H: 6.03 4.66 1.13
H: 5.43 6.04 0.22
H: 5.30 6.04 1.97
H: 0.71 5.55 0.03
H: 0.01 1.92 0.18
H: -0.52 5.46 1.74
H: -5.91 4.71 0.93
H: -5.26 6.06 1.88
H: -5.19 6.10 0.12
H: -4.54 2.70 0.85
H: -2.28 1.69 0.66
H: 2.32 1.69 1.12
H: 4.59 2.70 1.30
C: -0.70 -3.13 -7.23
C: 0.68 -2.86 -7.23
C: 1.41 -3.00 -6.04
C: 0.77 -3.37 -4.85
C: 1.63 -3.40 -3.61
N: 0.95 -3.72 -2.34
C: 1.42 -4.97 -1.77
C: 0.47 -5.55 -0.76
N: -0.18 -4.54 0.03
C: -0.82 -5.01 1.23
C: -1.79 -3.99 1.77
N: -1.16 -2.68 1.82
C: -1.83 -1.73 2.71
C: -0.90 -0.74 3.38
C: -1.44 0.44 3.90
C: -0.63 1.35 4.57
C: 0.74 1.09 4.74
C: 1.29 -0.07 4.19
C: 0.47 -0.99 3.52
C: -0.51 -2.24 0.70
C: -0.28 -0.87 0.42
N: 0.32 -0.46 -0.70
C: 0.77 -1.36 -1.59
C: 0.57 -2.75 -1.43
C: -0.04 -3.20 -0.23
C: -0.58 -3.72 -4.88
C: -1.32 -3.58 -6.06
H: -1.28 -2.98 -8.15
H: 1.18 -2.53 -8.14
H: 2.49 -2.83 -6.03
H: 2.37 -4.21 -3.75
H: 2.20 -2.46 -3.52
H: 1.56 -5.66 -2.61
H: 2.40 -4.80 -1.30
H: -0.28 -6.17 -1.29
H: 1.05 -6.22 -0.11
H: -1.35 -5.95 1.00
H: -0.06 -5.22 2.02
H: -2.69 -3.97 1.14
H: -2.08 -4.26 2.78
H: -2.62 -1.19 2.16
H: -2.33 -2.34 3.47
H: -2.51 0.63 3.76
H: -1.06 2.27 4.99
H: 1.37 1.79 5.31
H: 2.36 -0.27 4.29
H: 0.90 -1.91 3.12
H: -0.58 -0.09 1.11
H: 1.32 -0.94 -2.43
H: -1.06 -4.12 -3.97
H: -2.38 -3.82 -6.07

***

# 2
Molecular formula: C38H37IN3O2STi
Method: DFT, the ωB97M-V functional and the def2-TZVPD basis

As for the energy above the lowest of the compared OMol25 structures with the same formula, charge and spin: 0.0 kJ/mol. The spin multiplicity is 2. The LUMO energy (spin up / spin down) is -0.209 / -0.203 hartree. As for the largest force on an atom: 3.3 eV/A. Its net charge is +2. The electronic energy comes out at -90607.57407 eV.

Geometry (Å):
Ti: -0.37 0.19 -0.79
I: 2.60 0.15 -0.06
C: 2.11 0.65 1.95
C: 3.11 0.92 2.86
C: 2.76 1.55 4.10
C: 1.44 1.81 4.37
C: 0.42 1.38 3.51
C: -0.91 1.44 3.95
C: -1.97 1.14 3.07
C: -1.66 0.77 1.78
C: -0.39 0.55 1.31
C: 0.70 0.84 2.21
H: 4.16 0.78 2.59
H: 3.56 1.92 4.79
H: 1.15 2.37 5.27
H: -1.14 1.78 4.96
H: -2.95 1.09 3.42
H: -2.48 0.56 1.15
C: -3.28 -1.69 -3.08
C: -2.24 -0.54 -3.17
O: -2.09 0.28 -2.00
C: -3.29 0.96 -1.52
C: -3.05 2.52 -1.24
H: -3.52 -2.08 -4.10
H: -4.23 -1.34 -2.70
H: -2.87 -2.49 -2.49
H: -2.42 0.11 -4.00
H: -1.27 -1.01 -3.30
H: -3.61 0.46 -0.55
H: -4.11 0.79 -2.19
H: -2.22 2.83 -0.63
H: -4.05 2.81 -0.77
H: -2.91 3.10 -2.19
N: 2.70 8.96 3.28
C: 2.25 8.29 2.47
C: 1.76 7.33 1.48
C: 2.54 6.20 1.42
C: 2.26 5.20 0.54
C: 1.12 5.41 -0.25
C: 0.34 6.57 -0.26
C: 0.68 7.57 0.63
N: 0.63 4.25 -0.93
C: 0.26 4.18 -2.29
C: -0.06 2.89 -2.54
N: 0.02 2.14 -1.34
C: 0.49 3.00 -0.40
H: 3.45 6.07 2.07
H: 2.92 4.30 0.39
H: -0.41 6.78 -0.97
H: 0.20 8.58 0.61
H: 0.66 4.92 -2.93
H: -0.16 2.32 -3.48
H: 0.60 2.87 0.64
O: -0.17 -1.71 -0.97
S: -0.04 -3.17 -1.45
C: 0.35 -4.08 0.09
C: -0.64 -3.86 1.10
C: -1.84 -4.60 1.19
C: -2.75 -4.29 2.17
C: -2.51 -3.23 3.12
C: -1.28 -2.55 3.09
C: -0.34 -2.83 2.04
C: 1.47 -3.17 -2.41
C: 1.88 -4.62 -2.67
C: 1.07 -5.46 -3.36
C: 1.37 -6.83 -3.35
C: 2.61 -7.29 -2.78
C: 3.42 -6.32 -2.22
C: 3.01 -5.06 -1.96
H: 1.28 -3.73 0.46
H: 0.59 -5.17 -0.18
H: -2.17 -5.32 0.45
H: -3.75 -4.78 2.24
H: -3.31 -2.98 3.77
H: -1.14 -1.87 3.95
H: 0.57 -2.32 2.00
H: 2.20 -2.61 -1.87
H: 1.08 -2.73 -3.36
H: 0.12 -5.08 -3.79
H: 0.68 -7.57 -3.78
H: 2.98 -8.27 -2.94
H: 4.38 -6.58 -1.81
H: 3.65 -4.38 -1.44

***

# 3
Molecular formula: C38H37N9O10
Method: DFT, the ωB97M-V functional and the def2-TZVPD basis

As for the energy above the lowest of the compared OMol25 structures with the same formula, charge and spin: 79.4 kJ/mol. The spin multiplicity is 1. The LUMO energy is -0.050 hartree. As for the largest force on an atom: 1.3 eV/A. The electronic energy comes out at -73876.86058 eV. As for the structure (SMILES): O=[N+]([O-])c1ccccc1.O=[N+]([O-])c1ccccc1.O=[N+]([O-])c1ccccc1.O=[N+]([O-])c1ccccc1.O=[N+]([O-])c1ccccc1.CC#N.CC#N.CC#N.CC#N.

Geometry (Å):
C: 4.52 2.06 4.10
C: 4.97 2.63 5.37
N: 5.33 3.08 6.36
H: 5.17 2.38 3.29
H: 3.49 2.33 3.86
H: 4.52 0.98 4.24
C: -5.02 -0.97 -4.11
C: -5.67 0.24 -4.53
N: -6.19 1.20 -4.88
H: -5.71 -1.80 -3.95
H: -4.41 -0.84 -3.21
H: -4.36 -1.28 -4.92
C: -5.89 3.09 -0.36
C: -4.98 3.43 0.73
N: -4.27 3.68 1.59
H: -6.10 2.02 -0.30
H: -5.39 3.25 -1.31
H: -6.80 3.69 -0.33
C: -3.16 1.31 3.96
C: -2.63 -0.05 3.97
N: -2.21 -1.11 4.02
H: -2.88 1.72 4.93
H: -4.25 1.29 3.92
H: -2.86 2.01 3.19
C: 1.43 -4.50 1.20
C: 1.12 -3.35 1.91
C: 2.08 -2.69 2.68
C: 3.32 -3.28 2.78
C: 3.66 -4.41 2.08
C: 2.71 -5.02 1.26
N: 4.37 -2.58 3.53
O: 4.23 -1.39 3.69
O: 5.29 -3.25 3.95
H: 0.64 -4.93 0.60
H: 0.11 -2.97 1.87
H: 1.82 -1.80 3.24
H: 4.63 -4.88 2.15
H: 3.04 -5.89 0.71
C: -1.92 -0.44 -0.05
C: -0.70 -1.10 -0.04
C: 0.40 -0.50 0.54
C: 0.29 0.76 1.09
C: -0.91 1.41 1.12
C: -2.02 0.81 0.56
N: 1.47 1.36 1.70
O: 2.52 0.75 1.61
O: 1.34 2.45 2.22
H: -2.80 -0.95 -0.43
H: -0.65 -2.14 -0.35
H: 1.36 -0.98 0.51
H: -1.05 2.41 1.50
H: -2.99 1.28 0.65
C: -3.04 -3.70 -6.01
C: -4.25 -4.22 -5.55
C: -4.48 -4.25 -4.18
C: -3.48 -3.86 -3.30
C: -2.25 -3.44 -3.76
C: -2.03 -3.37 -5.12
N: -3.69 -4.02 -1.86
O: -4.52 -4.81 -1.51
O: -2.97 -3.38 -1.10
H: -2.91 -3.49 -7.06
H: -5.00 -4.55 -6.25
H: -5.41 -4.68 -3.83
H: -1.47 -3.25 -3.04
H: -1.05 -3.08 -5.48
C: 4.15 -1.77 -0.49
C: 3.72 -1.34 -1.74
C: 4.53 -1.50 -2.85
C: 5.80 -2.01 -2.68
C: 6.23 -2.47 -1.45
C: 5.41 -2.34 -0.35
N: 6.64 -2.20 -3.85
O: 7.81 -2.47 -3.65
O: 6.12 -2.09 -4.94
H: 3.57 -1.61 0.40
H: 2.75 -0.88 -1.85
H: 4.27 -1.08 -3.81
H: 7.24 -2.85 -1.36
H: 5.75 -2.65 0.63
C: -1.32 6.26 -0.31
C: -1.05 5.23 0.59
C: -0.48 5.54 1.81
C: -0.01 6.81 2.03
C: -0.25 7.84 1.15
C: -0.95 7.56 -0.01
N: 0.80 7.08 3.22
O: 1.13 8.24 3.43
O: 1.11 6.13 3.91
H: -1.90 6.03 -1.20
H: -1.30 4.21 0.36
H: -0.21 4.76 2.52
H: 0.10 8.84 1.38
H: -1.07 8.34 -0.75

***

# 4
Molecular formula: C38H38BF3O5
Method: DFT, the ωB97M-V functional and the def2-TZVPD basis

As for the energy above the lowest of the compared OMol25 structures with the same formula, charge and spin: 576.8 kJ/mol. The spin multiplicity is 1. The LUMO energy is -0.054 hartree. As for the largest force on an atom: 3.9 eV/A. The electronic energy comes out at -59084.18047 eV.

Geometry (Å):
C: -1.83 4.61 -1.69
C: -0.82 4.22 -0.71
C: -0.87 4.19 0.66
C: 0.24 3.46 1.10
C: 0.85 2.86 -0.08
B: -2.44 -0.90 -0.15
C: 2.27 2.56 -0.20
C: 3.13 2.69 0.90
C: 4.47 2.35 0.76
C: 4.92 1.97 -0.49
C: 6.35 1.49 -0.53
F: 6.69 0.92 -1.72
F: 7.28 2.48 -0.30
F: 6.52 0.55 0.46
C: 4.12 1.94 -1.63
C: 2.77 2.26 -1.47
O: -2.71 -0.98 1.19
C: -4.07 -0.50 1.36
C: -4.76 -1.54 2.20
C: -4.02 0.85 2.08
C: -4.59 -0.36 -0.12
C: -5.30 -1.57 -0.71
C: -5.47 0.81 -0.41
O: -3.38 -0.22 -0.90
O: 0.32 3.59 -1.17
H: -2.62 5.10 -1.11
H: -1.41 5.30 -2.43
H: -2.24 3.71 -2.19
H: -1.67 4.61 1.29
H: 0.62 3.34 2.09
H: 2.76 2.98 1.89
H: 5.17 2.35 1.60
H: 4.54 1.65 -2.58
H: 2.08 2.21 -2.31
H: -5.80 -1.28 2.37
H: -4.71 -2.53 1.74
H: -4.27 -1.63 3.18
H: -5.01 1.27 2.31
H: -3.51 0.74 3.05
H: -3.47 1.60 1.51
H: -6.30 -1.71 -0.29
H: -5.40 -1.36 -1.78
H: -4.74 -2.51 -0.62
H: -6.41 0.75 0.14
H: -5.01 1.78 -0.19
H: -5.72 0.81 -1.48
C: -0.67 -2.79 -5.77
O: -0.46 -1.39 -5.51
C: -0.52 -0.95 -4.22
C: -0.50 0.45 -4.10
C: -0.59 1.04 -2.84
C: -0.50 0.31 -1.63
C: -0.21 1.21 -0.42
C: 0.30 0.42 0.71
C: 1.44 -0.35 0.34
C: 2.27 -0.89 1.31
C: 1.79 -0.87 2.63
O: 2.45 -1.57 3.63
C: 2.96 -2.83 3.32
C: 3.99 -3.23 4.17
C: 4.62 -4.45 3.93
C: 4.19 -5.27 2.87
C: 3.12 -4.87 2.06
C: 2.46 -3.66 2.30
C: 0.62 -0.22 3.04
C: -0.14 0.44 2.07
C: -0.60 -1.15 -1.78
C: -0.47 -1.76 -3.06
H: -0.76 -2.89 -6.86
H: 0.18 -3.38 -5.41
H: -1.60 -3.12 -5.29
H: -0.37 1.06 -4.99
H: -0.61 2.13 -2.78
H: -1.11 1.86 -0.18
H: 1.73 -0.48 -0.72
H: 3.23 -1.34 1.04
H: 4.27 -2.55 4.97
H: 5.44 -4.75 4.58
H: 4.69 -6.21 2.67
H: 2.77 -5.51 1.24
H: 1.61 -3.35 1.68
H: 0.37 -0.21 4.10
H: -1.09 0.91 2.36
H: -0.57 -1.85 -0.92
H: -0.32 -2.84 -3.20

***

# 5
Molecular formula: C38H38ClN2OP2Pd
Method: DFT, the ωB97M-V functional and the def2-TZVPD basis

The spin multiplicity is 5. The LUMO energy (spin up / spin down) is -0.306 / -0.463 hartree. As for the largest force on an atom: 4.4 eV/A. Its net charge is +3. The electronic energy comes out at -79600.73151 eV.

Geometry (Å):
Pd: 0.40 -0.03 -0.76
Cl: -0.43 -0.20 -3.00
P: 0.03 2.21 -0.36
P: 0.00 -2.23 -0.22
C: 0.13 3.06 1.25
C: -1.50 2.92 -1.03
C: 1.40 2.95 -1.30
C: 1.53 -3.18 -0.53
C: -0.58 -2.97 1.34
C: -1.22 -2.86 -1.41
C: 1.21 3.88 1.60
C: 1.18 4.58 2.82
C: 0.09 4.47 3.68
C: -0.99 3.66 3.32
C: -0.97 2.95 2.12
H: 2.05 3.98 0.92
H: 2.03 5.21 3.09
H: 0.08 5.02 4.62
H: -1.86 3.58 3.98
H: -1.83 2.34 1.84
C: 2.71 2.53 -1.01
C: 3.80 3.05 -1.72
C: 3.58 4.02 -2.70
C: 2.28 4.45 -2.98
C: 1.19 3.92 -2.30
H: 2.86 1.73 -0.27
H: 4.81 2.69 -1.52
H: 4.43 4.44 -3.25
H: 2.12 5.21 -3.75
H: 0.17 4.24 -2.53
C: -1.91 4.22 -0.68
C: -3.08 4.74 -1.21
C: -3.85 4.01 -2.12
C: -3.43 2.73 -2.49
C: -2.28 2.19 -1.93
H: -1.31 4.80 0.02
H: -3.40 5.74 -0.91
H: -4.76 4.43 -2.53
H: -4.00 2.16 -3.22
H: -1.96 1.19 -2.23
C: -1.84 -3.58 1.47
C: -2.20 -4.19 2.68
C: -1.31 -4.21 3.76
C: -0.05 -3.62 3.62
C: 0.31 -3.00 2.43
H: -2.53 -3.58 0.62
H: -3.19 -4.65 2.77
H: -1.60 -4.70 4.70
H: 0.65 -3.65 4.46
H: 1.31 -2.56 2.32
C: 2.54 -2.57 -1.29
C: 3.75 -3.21 -1.52
C: 3.97 -4.49 -1.01
C: 2.95 -5.13 -0.29
C: 1.73 -4.49 -0.05
H: 2.38 -1.58 -1.69
H: 4.53 -2.71 -2.10
H: 4.93 -5.00 -1.17
H: 3.11 -6.13 0.11
H: 0.93 -4.99 0.50
C: -0.96 -3.99 -2.20
C: -1.92 -4.42 -3.12
C: -3.13 -3.74 -3.26
C: -3.38 -2.60 -2.48
C: -2.42 -2.16 -1.57
H: -0.02 -4.52 -2.09
H: -1.72 -5.30 -3.73
H: -3.88 -4.09 -3.98
H: -4.32 -2.05 -2.61
H: -2.58 -1.23 -1.01
H: 2.53 0.17 -2.23
H: 1.77 0.29 -2.00
C: -1.20 0.11 4.69
N: 0.17 0.16 4.23
C: 0.53 0.14 2.91
N: 1.88 0.16 2.69
O: -0.29 0.09 1.96
H: -1.87 0.05 3.82
H: -1.43 1.01 5.27
H: -1.34 -0.78 5.33
H: 0.92 0.20 4.91
H: 2.21 0.27 1.74
H: 2.50 0.33 3.47